132
Properties=species:S:1:pos:R:3:forces:R:3:mulliken_charge:R:1 method="wB97M-V/def2-TZVPD" spin_multiplicity=1 largest_force_ev_per_a=8.77 homo_ha=-0.2997 smiles="CC(=O)OCCCCC1=CC(=O)C(CC[C@@H](C)CCC=C(C)C)=C(COc2cc(C)ccc2C(C)C)C1=O.COCCNCCOC.COCCNCCOC" total_charge=0 gap_ev=6.75
H 2.50993 -2.64974 -1.32576 0.1 -0.3 -0.1 0.0928
H -7.42142 5.88162 -3.19992 0.0 0.7 2.2 0.2587
H -9.41449 4.09259 -2.27133 0.9 -0.2 2.4 0.2678
H 10.65997 -6.78116 -2.38266 0.1 0.2 -0.2 0.2791
H -8.64439 6.71663 -2.03189 2.3 -1.1 -0.2 0.3519
H 5.30346 -0.78298 1.15438 -0.1 -0.1 0.0 0.4217
C -2.34284 -1.43262 0.57825 -2.0 -1.0 -1.2 0.1850
H 4.05997 -3.04783 -3.01599 0.1 0.2 -0.2 0.2911
C 11.12276 -4.82015 1.07711 0.0 -0.1 -0.2 -0.7747
H -9.75496 2.51225 2.65288 -1.3 -1.4 -1.6 0.2407
C -0.28710 8.40282 3.07875 -1.0 -0.7 -1.1 -0.7442
H -2.13650 7.19926 -1.09414 0.0 -2.4 -0.9 0.2991
C -5.55477 3.69092 -2.36033 0.8 -0.9 0.4 -0.2719
C -2.79909 -0.69252 -0.85020 -1.7 -3.8 1.5 0.2895
O 11.18898 -8.40507 -1.19361 0.4 0.3 -0.3 -0.3192
C -2.87243 3.00504 -1.96138 -1.8 3.1 -0.1 0.2278
H 5.30164 -4.13137 -3.71330 0.0 0.1 0.1 0.3309
H -6.06632 4.17631 -3.29524 1.3 -0.6 2.0 0.3210
C -0.39936 -2.07926 2.33849 -0.7 -0.8 -0.3 -1.1649
H -7.73362 5.48838 0.06674 0.4 -1.1 -2.2 0.2718
H 9.10993 -6.38307 -0.69243 0.1 -0.3 -0.1 0.1711
C 12.40878 -8.01345 -0.54908 -0.3 -0.1 0.6 -0.8005
H -13.25353 3.05366 2.71260 0.1 -1.5 -2.2 0.2256
C -6.05390 -3.39776 -2.09481 0.7 1.0 0.7 -0.9547
H -10.24038 5.62859 -0.15734 0.1 -2.3 0.3 0.3045
H -0.21811 6.40049 0.43327 0.8 -1.7 -1.3 0.0252
C 12.14455 -7.01604 0.59058 0.0 0.1 -0.7 -0.1467
C -1.57854 0.40615 2.45829 0.0 0.3 -1.0 -0.8865
H 10.10159 -6.25788 2.41467 0.0 -0.1 -0.2 0.3333
C 3.30236 -1.59836 1.23364 -0.2 0.4 -0.2 -0.4789
H -4.41967 -0.98459 -2.71408 1.0 -1.1 2.6 -0.0302
H -4.16609 1.29286 -1.03373 1.9 0.4 -1.6 0.5044
H 13.14691 -7.63366 -1.26313 -0.2 0.1 0.0 0.3835
H 0.07380 4.75079 3.98022 0.5 1.0 -2.3 0.2890
C 8.64364 -6.59954 0.26759 -0.3 0.3 0.0 -0.6109
C -1.08727 -0.83544 1.50699 0.0 -0.5 -0.7 0.9063
C 4.39200 -4.08292 -3.10458 -0.1 -0.3 0.2 -0.7109
C 2.04364 -2.86621 -0.36575 -0.4 0.2 0.0 -0.6942
H 10.20524 -8.37555 -2.98387 0.1 0.0 0.1 0.2310
H -9.47553 4.36353 1.02778 -1.3 0.1 -2.2 0.2384
C 0.64586 3.97760 1.91007 1.3 0.2 0.7 -0.1457
C -6.20798 4.10622 -0.91438 -0.1 -0.3 0.3 -0.7693
H -13.89282 2.76030 0.87326 1.6 -0.8 2.0 0.2771
C -10.31524 1.83199 1.85041 0.0 1.1 0.1 -0.9131
H -1.20494 7.68796 3.34356 2.2 1.6 -0.2 0.2415
H 11.90164 -7.86471 -3.07996 -0.1 0.1 0.1 0.3253
H -0.11759 9.23440 3.88501 0.0 -2.0 -1.4 0.3252
C 4.52276 -1.08682 0.44378 0.0 -0.1 -0.2 -1.1347
O 8.70142 -5.45054 1.09861 0.4 -0.2 0.3 -0.3532
C -10.03253 4.47333 -0.01436 0.1 -0.4 -0.6 -0.5096
C -3.92818 4.02715 -2.24497 2.4 -2.0 0.4 0.0086
H -1.10306 -2.40407 3.24647 1.7 0.9 -1.8 0.3351
C -2.17350 6.09007 -1.47135 1.7 -3.8 -0.3 -0.7418
C -11.42856 3.61395 0.01084 0.9 -2.2 3.7 -0.4744
N 11.73230 -5.70571 0.07681 -0.3 -0.2 0.1 -0.3310
O 2.10142 -1.71721 0.46528 0.5 -0.1 0.3 -0.2209
H 1.59382 3.42850 2.38474 -2.0 1.1 -1.0 0.3495
H 0.70002 -1.87329 2.68619 -2.3 -0.1 -0.6 0.1538
H 2.20068 4.80065 0.45358 -2.5 -0.8 -0.1 0.3347
C -7.59680 4.97317 -1.00125 -0.2 0.6 0.4 0.1771
H 3.60524 -4.64222 -3.61721 0.1 0.0 0.1 0.2522
H 9.09520 -7.47708 0.73748 0.1 0.1 -0.1 0.3297
H 11.37656 -7.45685 1.23004 0.0 -0.2 0.1 0.1300
H -0.62166 0.87090 2.96530 -2.0 -0.9 -0.8 0.2796
H -4.90491 -4.50775 0.64425 1.3 2.5 -1.0 0.2372
H 11.06204 -5.83513 -0.67791 0.3 0.0 0.2 0.1099
H -5.72413 2.51465 -2.47342 0.7 2.6 0.1 0.2203
C -3.13930 -2.79829 1.10840 -1.7 1.0 -3.6 -0.4967
H 7.59167 -6.82459 0.06601 0.1 0.1 0.2 0.3039
H -6.45690 3.10345 -0.32479 0.6 2.1 -1.2 0.3173
H -7.04690 -3.17514 -1.48340 2.0 -0.7 -1.5 0.2588
H -0.24737 -0.42550 0.76419 -2.0 -0.9 1.5 0.1111
C -1.30343 3.57121 -1.83731 2.7 -3.3 -2.0 -0.0413
H -2.05368 1.22936 1.74320 1.0 -1.7 1.5 0.1570
H 0.99167 -3.09126 -0.56732 0.1 0.1 0.1 0.3672
H -0.35272 -3.02750 1.61886 0.0 2.1 1.5 0.2929
C -4.37684 -3.51542 0.24156 2.2 3.9 -1.4 -0.5027
C 0.29934 5.22894 2.91005 -1.5 -2.0 0.9 -0.5010
H -5.36198 4.63852 -0.27235 -2.0 -0.8 -1.4 0.4088
H 1.14626 3.39880 -0.23660 -0.4 2.2 1.0 0.3309
C -4.04229 -1.44384 -1.67905 0.8 -1.1 2.4 -0.5265
C -13.14244 2.40347 1.72203 1.6 -0.6 -0.8 -0.9018
H -6.07822 -2.76593 -3.09838 0.0 -1.5 2.1 0.2820
H -0.62991 8.97474 2.08871 1.0 -1.3 2.1 0.2581
C 0.17899 5.57973 -0.29978 0.4 -0.5 -1.6 -0.1757
O 4.58898 -4.67174 -1.82694 0.4 0.3 -0.3 -0.3759
C -8.96159 4.02284 -1.17474 0.7 0.1 0.5 -0.4257
C 1.07924 4.39707 0.38722 0.8 0.0 0.7 -0.6014
H 9.68062 -4.58141 2.63308 0.0 0.0 -0.1 0.3570
C 5.54455 -3.28270 -0.04275 0.0 0.1 -0.7 -0.0438
C -11.58887 2.62776 1.15127 -0.5 2.6 -3.0 0.4312
H 6.54691 -3.90032 -1.89647 -0.2 0.1 0.0 0.4347
O -4.08624 6.40518 -3.28842 3.9 -4.7 5.6 -0.5745
C 1.04832 7.54482 2.66867 4.9 2.9 -3.8 0.6248
C -3.25890 1.40580 -1.78374 -0.4 1.0 -1.6 -0.5486
H 6.45550 -3.16300 0.55458 0.0 0.0 -0.1 0.4599
H 3.50159 -2.52454 1.78134 0.0 -0.2 -0.2 0.4273
H -2.87785 -3.34307 2.12847 -0.4 1.5 -2.5 0.1332
C -7.56234 6.21568 -2.08734 -1.2 0.3 0.8 -1.1126
O -0.31784 2.79457 -2.31049 -5.7 5.0 3.1 -0.5793
H -0.23405 3.20502 1.98445 1.5 1.7 -0.3 -0.1202
H -13.24970 1.24106 1.93261 -0.2 2.5 -0.2 0.2775
C -4.82031 -2.79269 -1.16300 2.7 1.0 1.8 0.6097
H -6.81419 7.06335 -1.73888 -1.3 -2.0 -1.0 0.2444
C 5.80878 -4.28012 -1.18242 -0.2 -0.1 0.7 -0.4323
H -2.41294 0.12299 3.22979 1.8 0.3 -1.4 0.2929
H 0.90247 6.14843 -1.06049 -1.6 -1.2 1.6 0.3044
H -12.26595 3.79810 -0.79202 1.5 0.0 2.2 0.2230
H -9.48346 1.53370 1.04905 -2.1 0.6 1.7 0.1800
H 4.46204 -2.10179 -1.31124 0.3 0.0 0.2 0.1467
H 11.90346 -4.51631 1.78771 -0.1 -0.1 0.0 0.4019
C 10.99200 -7.81625 -2.47125 -0.1 -0.3 0.1 -0.6874
H 2.49519 -3.74375 0.10415 0.1 0.1 -0.1 0.3712
H 4.77656 -3.72351 0.59671 0.0 -0.2 0.1 0.0662
H 4.22009 -0.17961 -0.09252 0.0 -0.1 0.2 0.4038
H -10.71441 0.88454 2.41085 0.8 1.8 -1.2 0.3222
H 3.08062 -0.84808 1.99975 0.0 0.0 -0.1 0.4042
H 12.82515 -8.92704 -0.10912 0.0 0.1 0.0 0.3834
H -8.64707 2.91156 -0.93264 -0.7 2.1 -0.7 0.1359
H 6.22515 -5.19370 -0.74246 0.0 0.2 0.0 -0.0565
N 5.13230 -1.97237 -0.55652 -0.3 -0.2 0.1 -0.3510
O 1.94063 8.16933 1.86169 -5.6 -4.1 5.3 -0.5370
H 10.82009 -3.91294 0.54082 0.0 -0.1 0.2 0.3728
H -5.90814 -4.55338 -2.32373 -0.4 2.6 0.6 0.2876
C -3.44466 5.60701 -2.40932 -2.1 2.3 -3.0 0.1539
H 13.05550 -6.89634 1.18792 0.0 0.0 -0.1 0.3979
O 1.39563 6.18758 3.11718 -2.5 2.7 -1.8 -0.2882
C -1.09686 5.06226 -1.18910 -3.2 3.1 -0.6 0.6099
H -3.55254 1.02892 -2.87773 0.3 0.9 2.4 0.1924
H -0.71034 5.69652 2.54779 2.1 -0.5 0.7 0.2252
C 9.90236 -5.33169 1.86698 -0.1 0.5 -0.1 -0.4780
O -2.13741 0.55732 -1.35134 -3.2 -2.2 1.5 -0.2515